No. 1
A cluster of 3 separate species, CH5O4 in total. Source: OMol25; level of theory: ωB97M-V/def2-TZVPD.

**ΔE to the lowest compared entry with this formula, charge and spin**: 13.6 kJ/mol
**E**: -9310.36183 eV
**E_HOMO**: -0.1867 hartree
**Net charge**: -1
**Orbital gap**: 9.355 eV

Geometry as XYZ:
```
10
Properties=species:S:1:pos:R:3:mulliken_charge:R:1
O 1.12633 -0.08137 1.01218 -0.74
C 1.24344 0.57268 -0.05142 0.03
O 0.33344 1.14880 -0.69491 -0.74
H 2.25664 0.64799 -0.50069 0.39
H -1.78892 0.26043 1.73497 0.28
H -0.40844 -0.37198 1.61221 0.48
O -1.29397 -0.50416 2.05244 -0.71
H -0.80412 -1.65102 -1.86912 0.29
H -0.66423 -0.14171 -1.60734 0.38
O -0.84405 -0.80018 -2.31446 -0.67
```

---

No. 2
An isolated molecule of C3H7ClFN. Source: OMol25; level of theory: ωB97M-V/def2-TZVPD.

**ΔE to the lowest compared entry with this formula, charge and spin**: 56.6 kJ/mol
**E**: -19954.21357 eV
**Structure (SMILES)**: NCC[C@@H](F)Cl
**E_HOMO**: -0.3532 hartree
**Orbital gap**: 10.582 eV

Geometry as XYZ:
```
13
Properties=species:S:1:pos:R:3:mulliken_charge:R:1
C -0.83787 -0.49453 0.45429 -0.44
C 0.20610 0.57383 0.57836 -0.70
C 1.40744 0.33097 -0.37807 0.12
H -2.10573 0.49055 -0.72585 0.18
H -1.84249 -1.13740 -1.12455 0.20
H -0.19348 -1.41482 0.38255 0.31
H -1.36289 -0.62249 1.39868 0.28
H -0.21122 1.55955 0.40363 0.34
H 0.75964 0.53650 1.53733 0.30
H 1.11828 0.37554 -1.44637 0.31
N -1.49908 -0.28638 -0.75989 -0.42
F 2.33880 1.36084 -0.23767 -0.25
Cl 2.22250 -1.27214 -0.08243 -0.21
```

---

No. 3
An isolated molecule of C17H16N4O3. Source: OMol25; level of theory: ωB97M-V/def2-TZVPD.

**ΔE to the lowest compared entry with this formula, charge and spin**: 1743.3 kJ/mol
**E**: -29975.86152 eV
**Structure (SMILES)**: N#Cc1cc([N+](=O)[O-])ccc1N1CCN(c2ccccc2O)CC1
**E_HOMO**: -0.3076 hartree
**Orbital gap**: 7.237 eV

Geometry as XYZ:
```
40
Properties=species:S:1:pos:R:3:mulliken_charge:R:1
N -1.31171 -3.18442 -0.62309 -0.51
C -1.59359 -2.17232 -0.35502 -0.37
C -2.14043 -0.82055 -0.02936 0.71
C -3.62496 -0.85117 -0.15639 -1.13
C -4.29877 0.21376 -0.08311 -0.18
C -3.63362 1.44223 0.44203 -0.06
C -2.30856 1.31831 0.68658 -0.67
C -1.54184 0.24975 0.22415 1.65
N -0.23393 0.20514 0.44332 -0.16
C 0.61098 -1.05584 0.85522 -1.24
H -0.15082 -1.64113 1.11126 1.11
C 1.42224 -1.29291 -0.38351 -1.47
N 2.39537 -0.47454 -0.80995 -0.06
C 3.65598 -0.02760 -0.04371 1.50
C 3.96218 -0.59332 1.05736 -0.32
C 5.16601 -0.39140 1.83187 -1.03
C 6.21855 0.16925 1.02463 -0.66
C 5.84290 0.71084 -0.22481 -0.58
C 4.73060 0.63152 -0.90882 -0.30
O 4.35018 0.96076 -2.01031 -0.64
H 3.54861 0.43983 -2.53333 0.48
H 6.49223 1.36651 -0.76048 0.36
H 7.15702 0.63104 1.43960 0.29
H 5.41099 -0.67518 2.86719 0.36
H 3.24917 -0.94788 1.53607 0.63
C 1.68186 0.93137 -0.95073 -1.42
H 2.27292 1.56086 -1.16175 1.34
C 0.74500 1.44748 0.22960 -1.17
H 0.07432 2.15146 0.12428 0.72
H 1.37298 1.44037 1.20838 0.28
H 0.96028 0.84025 -1.85740 0.38
H 2.11757 -2.25896 -0.11293 0.38
H 0.95748 -1.65346 -1.12630 0.89
H 1.13050 -0.90630 1.74398 0.17
H -1.70783 2.26355 0.81322 0.23
H -4.05516 2.66489 0.58871 0.23
N -5.71566 0.48436 -0.22981 0.74
O -6.35728 -0.52714 -0.02118 -0.50
O -6.27287 1.61811 0.08797 -0.52
H -4.37312 -1.56195 -0.30822 0.55
```

---

No. 4
A cluster of 2 separate species, C8H9N4OP in total. Source: OMol25; level of theory: ωB97M-V/def2-TZVPD.

**ΔE to the lowest compared entry with this formula, charge and spin**: 105.6 kJ/mol
**E**: -25736.05361 eV
**Structure (SMILES)**: Pn1nnc2ccccc21.CN=C=O
**E_HOMO**: -0.3285 hartree
**Orbital gap**: 9.425 eV

Geometry as XYZ:
```
23
Properties=species:S:1:pos:R:3:mulliken_charge:R:1
C -0.03499 3.21057 1.31591 -0.68
C 0.03275 2.10993 2.22321 -0.43
C 0.43519 3.10445 0.08129 -0.27
C 0.51873 0.89963 1.79889 -0.73
C 0.90824 1.94712 -0.44217 -0.05
C 0.92297 0.80867 0.45529 0.74
C -1.44943 -1.79082 0.34069 0.52
C -2.05201 0.28265 -0.98302 -0.64
N 1.47878 1.51546 -1.61371 -0.54
N 1.79335 0.27731 -1.51324 -0.57
N 1.46640 -0.19952 -0.32281 0.71
N -1.54681 -0.82742 -0.31448 -0.06
O -1.22987 -2.75511 0.98917 -0.55
P 1.49644 -1.90762 -0.19933 -0.18
H -0.39760 4.16412 1.58730 0.43
H -0.46231 2.19734 3.15250 0.41
H 0.45101 3.85202 -0.62752 0.50
H 0.64484 -0.04236 2.29108 0.41
H 2.66172 -1.90375 -0.86738 0.10
H -1.34044 1.22006 -0.96587 0.10
H -2.19402 -0.11887 -1.97447 0.33
H -2.97325 0.57331 -0.57218 0.38
H 2.01628 -1.97652 1.11287 0.07
```

---

No. 5
A cluster of 3 separate species, C3H7O2 in total. Source: OMol25; level of theory: ωB97M-V/def2-TZVPD.

**ΔE to the lowest compared entry with this formula, charge and spin**: 417.8 kJ/mol
**E**: -7316.62145 eV
**E_HOMO**: -0.0717 hartree
**Net charge**: -1
**Orbital gap**: 5.957 eV

Geometry as XYZ:
```
12
Properties=species:S:1:pos:R:3:mulliken_charge:R:1
C 0.35339 -0.47780 -2.18478 0.03
O -0.31059 -0.48209 -3.19026 -0.47
H 1.36900 -0.03598 -2.17108 0.19
H 0.02292 -0.64295 -1.14342 0.14
H -4.98012 1.59405 1.63389 0.00
C 0.86005 -0.53821 1.44127 -0.74
C 1.94367 -0.12090 0.64881 -0.17
O 2.00284 0.96336 0.00900 -0.72
H 0.26127 -1.41014 1.18706 0.35
H 0.38472 0.22862 2.04411 0.09
H 2.73395 -0.91512 0.68817 0.30
H -4.64110 1.83716 1.03725 0.00
```

---

No. 6
A structure of composition C23H34BrF15NbO13. Source: OMol25; level of theory: ωB97M-V/def2-TZVPD.

**E**: -163377.08424 eV
**E_HOMO**: -0.1984 hartree
**Net charge**: -1
**Orbital gap**: 6.851 eV

Geometry as XYZ:
```
87
Properties=species:S:1:pos:R:3:mulliken_charge:R:1
O -3.95751 -4.72014 9.58775 -0.61
C -4.49422 -4.97369 8.52605 0.48
O -5.19186 -6.12766 8.38968 -0.44
C -4.42180 -4.04538 7.33662 -0.19
C -4.89417 -4.54106 5.96349 -1.23
Nb -3.66786 -6.07900 4.74559 -0.14
O -2.96777 -4.75984 3.39264 -0.73
Br -5.84966 -6.72528 3.42616 -0.47
H -5.94631 -6.00609 7.80114 0.30
H -3.39893 -3.66415 7.32050 0.27
H -5.05084 -3.19700 7.66019 0.26
H -5.88031 -5.00175 6.10229 0.57
H -5.03014 -3.68217 5.29435 0.44
H -2.75953 -7.51299 4.04231 0.04
H -4.04561 -7.28291 6.04472 0.15
H -2.24337 -5.66219 5.77405 0.03
H -2.73376 -3.93228 3.83232 0.31
C -3.67327 -3.30811 -1.35212 -1.17
C -3.85467 -2.76188 0.04528 -0.12
O -2.96148 -1.64227 0.28837 -0.31
C -3.34014 -0.47900 -0.18295 0.18
O -4.33482 -0.19794 -0.78372 -0.53
C -2.29139 0.58898 0.20102 1.09
F -1.04351 0.18092 -0.05646 -0.20
F -2.37459 0.87029 1.50750 -0.27
F -2.49818 1.71941 -0.47566 -0.28
H -2.63206 -3.58520 -1.51798 0.28
H -4.29499 -4.19333 -1.47685 0.40
H -3.95686 -2.57433 -2.10651 0.33
H -3.59351 -3.50836 0.78831 0.28
H -4.88282 -2.45257 0.22263 0.31
C 0.20150 3.26759 -1.29779 -1.05
C 1.28720 2.21802 -1.34134 0.07
O 2.29488 2.52591 -2.33752 -0.30
C 3.20665 3.40797 -1.99046 0.28
O 3.31560 4.00083 -0.96006 -0.53
C 4.22830 3.56011 -3.14128 0.93
F 3.62201 3.68108 -4.32701 -0.26
F 5.01598 2.47296 -3.19482 -0.23
F 4.99701 4.62211 -2.95132 -0.26
H -0.24681 3.39037 -2.28426 0.33
H -0.56770 2.96558 -0.59498 0.11
H 0.59338 4.23529 -0.98551 0.37
H 0.87791 1.25664 -1.63837 0.21
H 1.76466 2.09043 -0.37118 0.32
C 3.99105 3.02645 -7.58509 -1.13
C 4.93659 1.99406 -7.01689 0.01
O 4.75830 0.70441 -7.64903 -0.35
C 5.33838 0.54833 -8.82346 0.30
O 5.99991 1.33977 -9.42543 -0.51
C 5.07848 -0.88706 -9.33970 0.94
F 3.79669 -1.22768 -9.20303 -0.25
F 5.82181 -1.75449 -8.64197 -0.25
F 5.40908 -0.98291 -10.62059 -0.24
H 2.95933 2.68518 -7.49938 0.31
H 4.09604 3.96151 -7.03706 0.32
H 4.19902 3.21651 -8.63714 0.40
H 4.73395 1.81456 -5.96467 0.12
H 5.97692 2.29958 -7.11826 0.33
C -3.34280 3.35262 2.98716 -0.97
C -3.53997 3.83002 4.40722 -0.37
O -2.65154 4.92856 4.72622 -0.31
C -3.02524 6.12033 4.30506 0.34
O -4.01349 6.41057 3.70039 -0.51
C -1.98396 7.17381 4.75304 0.91
F -0.73896 6.76399 4.50691 -0.25
F -2.10263 7.39134 6.06871 -0.26
F -2.18524 8.32121 4.11741 -0.24
H -2.30067 3.08540 2.82069 0.31
H -3.96482 2.47935 2.80207 0.35
H -3.61570 4.12913 2.27327 0.34
H -3.28120 3.05317 5.12191 0.33
H -4.56762 4.13741 4.59397 0.33
C 6.02515 -1.79174 -2.42479 -1.15
C 5.62842 -0.87338 -1.29143 -0.22
O 4.20369 -0.91144 -1.05595 -0.21
C 3.75653 -1.93490 -0.34485 0.20
O 4.38985 -2.82472 0.13332 -0.53
C 2.22901 -1.79325 -0.17156 1.05
F 1.64115 -1.48689 -1.33582 -0.27
F 1.95737 -0.80728 0.69485 -0.25
F 1.69370 -2.91329 0.28539 -0.26
H 5.46622 -1.54456 -3.32753 0.30
H 7.08945 -1.68334 -2.63131 0.38
H 5.82688 -2.83239 -2.17341 0.35
H 5.83661 0.16563 -1.53593 0.29
H 6.14964 -1.12147 -0.36811 0.34
```

---

| no. | largest force on an atom (eV Å⁻¹) |
| --- | --- |
| 1 | 0.8 |
| 2 | 3.3 |
| 3 | 12.9 |
| 4 | 5.3 |
| 5 | 1.9 |
| 6 | 3.4 |